No. 1
{"formula": "C2H8NO2", "method": "ωB97M-V/def2-TZVPD", "symbols": ["O", "O", "N", "C", "C", "H", "H", "H", "H", "H", "H", "H", "H"], "positions_angstrom": [[2.46618, -0.33211, -1.79304], [-1.35765, -0.38536, 2.14860], [-0.38575, -0.40541, -0.04406], [-1.01222, 0.83010, -0.49615], [-0.23110, -0.41664, 1.47871], [-1.06750, -1.14496, -0.19458], [-2.01167, 0.94955, -0.06251], [0.44380, 0.46783, 1.66409], [0.40785, -1.31920, 1.62633], [2.82056, -0.48427, -0.90916], [-0.42890, 1.71644, -0.24414], [1.50537, -0.31726, -1.59600], [-1.14898, 0.84129, -1.57810]], "atomic_forces_ev_per_a": [[-0.451, 0.004, 0.216], [-0.237, -0.088, 0.112], [0.547, 0.231, -0.238], [-0.711, -0.114, 0.025], [0.057, 0.314, -0.208], [0.021, -0.020, -0.065], [0.002, 0.186, 0.168], [0.090, -0.052, -0.100], [0.069, -0.174, 0.134], [0.008, 0.016, -0.089], [0.228, -0.124, 0.182], [0.245, -0.070, 0.092], [0.131, -0.108, -0.228]], "fmax_ev_per_a": 0.7, "e_lumo_ev": 4.3637, "total_charge": -1, "total_energy_ha": -286.2256, "e_homo_ev": -2.62, "mol_weight_g_mol": 78.09, "e_above_lowest_kcal_mol": 13.6, "homo_lumo_gap_ev": 6.980}

No. 2
{"formula": "C2H8NO2", "method": "ωB97M-V/def2-TZVPD", "symbols": ["O", "O", "N", "C", "C", "H", "H", "H", "H", "H", "H", "H", "H"], "positions_angstrom": [[-0.20292, -1.42882, -0.03308], [-0.80438, -2.46389, 2.26698], [0.57636, 2.17229, -1.01036], [-0.11477, 0.67674, -1.14609], [0.13446, -0.08817, 0.17673], [1.23440, 0.09859, 0.27200], [-1.25245, -1.75787, 2.75553], [-0.34581, 0.33124, 1.03655], [1.39998, 2.39257, -0.36180], [-1.12313, 0.81453, -1.32163], [-0.49569, -1.94282, 0.84347], [0.04560, 0.10986, -2.00942], [0.94835, 1.08575, -1.46890]], "atomic_forces_ev_per_a": [[0.060, 0.059, -0.166], [-0.029, 0.326, -0.440], [0.999, -1.385, -2.005], [-1.784, 0.172, 5.384], [0.979, -1.395, -1.856], [-0.263, -0.565, 0.651], [0.102, -0.221, -0.169], [-0.516, 0.562, 0.358], [-1.632, -1.893, -0.450], [-2.290, 1.173, 0.107], [0.132, 0.548, 0.738], [1.424, -1.465, -1.605], [2.817, 4.083, -0.547]], "fmax_ev_per_a": 5.7, "e_lumo_ev": 4.0754, "total_charge": -1, "total_energy_ha": -286.0730, "e_homo_ev": -3.46, "mol_weight_g_mol": 78.09, "e_above_lowest_kcal_mol": 109.4, "homo_lumo_gap_ev": 7.540}

No. 3
{"formula": "C2H8NO2", "method": "ωB97M-V/def2-TZVPD", "symbols": ["O", "O", "N", "C", "C", "H", "H", "H", "H", "H", "H", "H", "H"], "positions_angstrom": [[0.91363, 1.65384, -0.73194], [-0.80106, -0.06646, -0.96773], [1.03409, -1.21096, 0.44840], [-0.01393, -0.36390, 1.13894], [-1.30542, -0.29207, 0.33714], [-0.18637, -1.08071, 1.91663], [-1.89004, -1.24302, 0.37334], [1.78173, -0.59188, 0.07324], [-1.98156, 0.47994, 0.65636], [0.55512, 0.52234, 1.37245], [1.02805, 2.13631, -1.55065], [0.07413, 0.93432, -0.85712], [0.39586, -1.44373, -0.38214]], "atomic_forces_ev_per_a": [[-1.543, -1.459, 0.246], [-1.963, -0.765, 0.312], [-1.601, 0.216, -2.724], [1.854, -1.783, 0.683], [0.109, -0.690, -0.992], [-0.714, 0.773, 1.487], [0.722, 0.423, -0.096], [-0.946, -0.503, 0.105], [-0.039, 0.843, 0.099], [-1.030, 0.701, 0.532], [-0.085, -0.027, -0.217], [2.652, 2.877, -0.276], [2.585, -0.605, 0.840]], "s2": 0.754, "fmax_ev_per_a": 3.9, "e_lumo_ev": [0.8376, -3.0583], "total_energy_ha": -286.0867, "multiplicity": 2, "e_homo_ev": [-9.71, -9.59], "mol_weight_g_mol": 78.09, "e_above_lowest_kcal_mol": 38.5, "homo_lumo_gap_ev": [10.550, 6.535]}

No. 4
{"formula": "C2H8NO2", "method": "ωB97M-V/def2-TZVPD", "symbols": ["O", "O", "N", "C", "C", "H", "H", "H", "H", "H", "H", "H", "H"], "positions_angstrom": [[-1.48910, 0.29931, -0.74804], [0.04644, -0.87068, 0.49293], [0.89776, 1.27109, 1.91538], [-0.28201, -1.33144, -1.97999], [-0.53423, -0.63701, -0.61014], [-1.62819, 0.68497, 0.12573], [0.58884, 1.44268, 2.85225], [0.79655, -1.31131, -2.17313], [-0.68987, -2.34891, -1.91102], [1.91529, 1.10711, 1.97848], [0.76459, 2.08185, 1.31937], [-0.87098, -0.76075, -2.69733], [0.48491, 0.37310, 1.43550]], "atomic_forces_ev_per_a": [[0.972, -0.608, 0.602], [-1.336, 1.116, -2.664], [1.220, -1.135, -0.959], [-0.393, 0.672, 1.757], [0.820, -0.820, 0.505], [-0.439, 0.156, 0.154], [-0.619, 0.090, 0.639], [-0.368, -0.237, -0.092], [0.388, 0.177, -0.054], [-0.344, 0.086, -0.087], [-0.160, 0.213, 0.023], [0.326, -0.188, -0.163], [-0.067, 0.477, 0.339]], "fmax_ev_per_a": 3.2, "e_lumo_ev": -3.9554, "total_charge": 1, "total_energy_ha": -286.0091, "e_homo_ev": -15.45, "mol_weight_g_mol": 78.09, "e_above_lowest_kcal_mol": 5.9, "homo_lumo_gap_ev": 11.495}

No. 5
{"formula": "C2H8NO4", "method": "ωB97M-V/def2-TZVPD", "symbols": ["O", "O", "O", "O", "N", "C", "C", "H", "H", "H", "H", "H", "H", "H", "H"], "positions_angstrom": [[-0.79785, 1.06549, -1.68853], [-0.13434, -0.68815, -2.94213], [-0.73913, 2.09941, 0.64330], [-1.64750, 0.26781, 3.71998], [0.71323, -0.38465, -0.81968], [1.47650, -1.61328, -0.88309], [-0.21206, -0.04133, -1.89112], [1.79039, -1.98755, 0.09394], [-0.76576, 1.53681, -0.22779], [-1.49305, 0.55172, 2.79220], [0.97536, 0.39807, -0.24704], [2.29691, -1.41292, -1.59911], [-0.84476, -0.14350, 4.06915], [-1.45007, 2.69575, 0.35726], [0.83211, -2.34369, -1.37734]], "atomic_forces_ev_per_a": [[-0.668, -0.465, 0.083], [-0.699, -0.660, 0.286], [-0.767, -0.209, -0.600], [-0.054, 0.086, -0.311], [-1.606, -0.486, -0.116], [-0.182, 1.053, -1.188], [2.443, 1.131, 0.094], [0.141, 0.191, -0.104], [0.409, 0.259, 0.334], [0.282, -0.228, 0.725], [0.135, -0.208, 0.141], [0.318, -0.730, 0.536], [-0.185, 0.272, -0.572], [0.305, 0.088, 0.530], [0.130, -0.095, 0.164]], "fmax_ev_per_a": 2.7, "e_lumo_ev": 3.6266, "total_charge": -1, "total_energy_ha": -436.8012, "e_homo_ev": -4.50, "mol_weight_g_mol": 110.09, "e_above_lowest_kcal_mol": 12.3, "homo_lumo_gap_ev": 8.123}

No. 6
{"formula": "C2H8NOS", "method": "ωB97M-V/def2-TZVPD", "symbols": ["S", "O", "N", "C", "C", "H", "H", "H", "H", "H", "H", "H", "H"], "positions_angstrom": [[-1.77774, 0.96155, 1.78661], [0.67250, -0.45455, 0.92753], [2.17430, -0.81383, -0.68860], [0.91323, -0.51464, -0.32812], [-0.23881, -0.05417, -1.15705], [-2.26762, 1.96046, 2.72007], [-0.31428, -0.46202, 1.06088], [-1.12573, -0.21055, -0.56115], [-0.15214, 1.05364, -1.12851], [-0.17334, -0.43432, -2.17877], [2.84093, -1.09873, 0.06248], [-2.96037, 0.87967, 1.20929], [2.40906, -0.81251, -1.72466]], "atomic_forces_ev_per_a": [[-0.925, 2.020, 1.772], [-0.173, -1.085, 0.884], [-1.736, 0.272, -0.798], [1.613, 0.308, -0.435], [1.536, 0.570, -0.523], [0.963, -1.633, -1.334], [1.026, 0.349, 0.575], [-0.514, -0.606, -0.648], [0.116, -0.448, -0.387], [-0.621, 0.117, 0.208], [-0.642, 0.376, -1.153], [-0.531, -0.130, -0.302], [-0.110, -0.109, 2.138]], "fmax_ev_per_a": 2.8, "e_lumo_ev": -3.9539, "total_charge": 1, "total_energy_ha": -608.9173, "e_homo_ev": -13.87, "mol_weight_g_mol": 94.16, "e_above_lowest_kcal_mol": 17.5, "homo_lumo_gap_ev": 9.913}

No. 7
{"formula": "C2H8NP", "method": "ωB97M-V/def2-TZVPD", "symbols": ["P", "N", "C", "C", "H", "H", "H", "H", "H", "H", "H", "H"], "positions_angstrom": [[-0.01493, 0.23628, -0.52020], [-0.21597, 1.93045, -0.57476], [1.38095, -0.30000, 0.56346], [-1.53617, -0.53940, 0.08500], [-2.26160, 0.25297, 0.24491], [2.04351, 0.55919, 0.67707], [-1.33420, -1.05469, 1.02388], [-1.91381, -1.25435, -0.64359], [0.98835, -0.54990, 1.54779], [1.94165, -1.14129, 0.16021], [0.26661, -0.48800, -1.69299], [0.65560, 2.34874, -0.87076]], "atomic_forces_ev_per_a": [[0.221, 4.009, 0.447], [-0.269, -4.328, 0.170], [-0.354, 0.186, -0.199], [0.264, 0.113, -0.056], [-0.067, 0.047, 0.015], [-0.022, -0.069, -0.059], [-0.077, 0.026, -0.033], [-0.033, 0.025, 0.018], [0.039, -0.032, 0.041], [-0.068, -0.080, -0.015], [0.003, 0.018, -0.210], [0.363, 0.084, -0.119]], "smiles": "C[PH](C)=N", "fmax_ev_per_a": 4.3, "e_lumo_ev": 1.0145, "total_energy_ha": -477.0706, "e_homo_ev": -8.21, "mol_weight_g_mol": 77.07, "e_above_lowest_kcal_mol": 0.0, "homo_lumo_gap_ev": 9.226}

No. 8
{"formula": "C2H8NS2", "method": "ωB97M-V/def2-TZVPD", "symbols": ["S", "S", "N", "C", "C", "H", "H", "H", "H", "H", "H", "H", "H"], "positions_angstrom": [[-1.43366, -0.69226, 0.74368], [-3.17809, -0.80553, -0.55072], [0.65654, 0.63175, -1.10278], [1.16396, 0.10695, 0.13434], [0.32714, 0.11631, 1.33121], [1.78250, -0.83306, 0.08242], [0.57637, -0.61020, 2.08590], [-3.40094, -2.10955, -0.67475], [-0.20549, 0.00784, -1.35372], [0.18790, 1.07165, 1.83361], [1.34239, 0.54184, -1.89607], [1.82804, 0.93004, 0.45478], [0.35332, 1.64423, -1.08790]], "atomic_forces_ev_per_a": [[-0.435, -2.049, 2.447], [0.223, 2.338, -0.556], [-2.268, -0.762, -2.700], [4.305, 1.011, 2.248], [-3.033, 0.271, -1.475], [-1.016, 0.946, -0.752], [-0.067, -0.564, -0.095], [0.954, -0.692, 0.212], [1.095, 1.257, 0.269], [-0.355, 0.106, -0.421], [-0.635, 0.029, 0.958], [0.991, -0.575, -0.419], [0.241, -1.315, 0.284]], "smiles": "[NH3+]CCSS", "fmax_ev_per_a": 5.0, "e_lumo_ev": -5.6381, "total_charge": 1, "total_energy_ha": -931.7593, "e_homo_ev": -12.28, "mol_weight_g_mol": 110.23, "e_above_lowest_kcal_mol": 70.9, "homo_lumo_gap_ev": 6.645}

No. 9
{"formula": "C2H8NS2", "method": "ωB97M-V/def2-TZVPD", "symbols": ["S", "S", "N", "C", "C", "H", "H", "H", "H", "H", "H", "H", "H"], "positions_angstrom": [[-2.12874, 0.29715, 0.46473], [-4.02532, 0.29038, -0.39154], [1.00470, 0.84724, 0.90954], [1.80220, -0.67915, -0.92954], [1.16060, -0.34818, 0.31311], [1.47631, 0.21735, -1.52758], [2.82474, -0.66687, -0.80947], [-3.90468, -0.54063, -1.54844], [1.38817, 1.73275, 0.42173], [0.65174, 0.88355, 1.88331], [0.78982, -1.18079, 0.90068], [-2.50285, 0.77561, 1.64526], [1.46331, -1.62841, -1.33182]], "atomic_forces_ev_per_a": [[0.581, -0.332, -0.793], [-0.783, -0.524, -1.245], [1.621, -1.319, -2.344], [-2.968, 2.139, -1.291], [-0.713, 1.602, 3.572], [0.761, -1.061, -0.529], [2.533, 0.059, 0.181], [0.484, 0.870, 1.729], [-0.994, -1.795, 1.286], [0.218, 0.174, -1.066], [-0.253, 0.116, 0.269], [-0.431, -0.024, 0.260], [-0.056, 0.095, -0.029]], "fmax_ev_per_a": 4.0, "e_lumo_ev": -5.2589, "total_charge": 1, "total_energy_ha": -931.8212, "e_homo_ev": -11.77, "mol_weight_g_mol": 110.23, "e_above_lowest_kcal_mol": 32.1, "homo_lumo_gap_ev": 6.508}

No. 10
{"formula": "C2H8O2", "method": "ωB97M-V/def2-TZVPD", "symbols": ["O", "O", "C", "C", "H", "H", "H", "H", "H", "H", "H", "H"], "positions_angstrom": [[1.33837, 0.19399, -0.17975], [-1.56732, -1.01554, -0.78257], [-1.05088, -1.36391, 0.49479], [0.82120, 1.53386, -0.27414], [-0.52776, -0.56054, 1.00150], [1.84313, 0.17289, 0.63379], [1.42987, 2.16939, 0.36359], [-0.30543, -2.15844, 0.38074], [0.98041, 1.90491, -1.28688], [-0.25300, 1.55833, -0.12251], [-0.80937, -0.69060, -1.28650], [-1.89922, -1.74434, 1.05793]], "atomic_forces_ev_per_a": [[-0.131, 0.504, -0.216], [0.443, 0.473, 0.009], [-0.026, -0.818, -0.315], [0.784, -0.321, -0.731], [-0.367, 0.316, 0.139], [0.071, -0.303, 0.041], [-0.547, 0.327, 0.298], [-0.117, -0.135, 0.145], [0.092, -0.147, -0.144], [-0.104, 0.086, 0.588], [-0.189, -0.077, -0.043], [0.093, 0.095, 0.230]], "smiles": "CO.CO", "fmax_ev_per_a": 1.1, "e_lumo_ev": 0.7693, "total_energy_ha": -231.4318, "e_homo_ev": -10.04, "mol_weight_g_mol": 64.08, "e_above_lowest_kcal_mol": 19.1, "homo_lumo_gap_ev": 10.806}

No. 11
{"formula": "C2H8O4", "method": "ωB97M-V/def2-TZVPD", "symbols": ["O", "O", "O", "O", "C", "C", "H", "H", "H", "H", "H", "H", "H", "H"], "positions_angstrom": [[-0.67624, -0.55958, 1.80089], [-0.70256, 0.78293, 1.44563], [0.55509, -0.86526, 2.40876], [1.70442, 0.52958, 0.02747], [-1.40176, -0.16196, -1.35167], [-0.28799, -0.03533, -2.06498], [2.37438, 1.15319, 0.35437], [0.58818, -0.63924, -1.88374], [-0.23530, 0.82293, 0.53052], [-0.24176, 0.61975, -2.92275], [-1.51993, -0.96680, -0.63662], [0.41201, -0.73837, 3.35501], [-2.32717, 0.29280, -1.67695], [1.75863, -0.23466, 0.61406]], "atomic_forces_ev_per_a": [[-0.492, -0.350, -0.184], [0.717, 0.636, -1.283], [0.715, -0.125, -0.199], [0.548, 0.300, -0.028], [-0.143, -0.940, -0.967], [-0.384, -0.200, -0.049], [-0.366, -0.339, -0.085], [0.056, 0.077, 0.153], [-0.685, -0.287, 1.788], [0.045, 0.245, 0.038], [0.192, 0.252, 0.337], [-0.286, 0.209, 0.088], [0.045, 0.464, 0.220], [0.037, 0.058, 0.171]], "smiles": "C=C.OOO.O", "fmax_ev_per_a": 1.9, "e_lumo_ev": 0.6717, "total_energy_ha": -381.7355, "e_homo_ev": -9.94, "mol_weight_g_mol": 96.08, "e_above_lowest_kcal_mol": 164.7, "homo_lumo_gap_ev": 10.610}

No. 12
{"formula": "C2H8O4", "method": "ωB97M-V/def2-TZVPD", "symbols": ["O", "O", "O", "O", "C", "C", "H", "H", "H", "H", "H", "H", "H", "H"], "positions_angstrom": [[-0.34020, -0.15167, 0.12163], [-3.16128, -1.07431, -0.14904], [1.60957, 0.87813, -0.14576], [1.91077, -1.89812, -0.74344], [0.32722, 0.85121, 0.21201], [-0.12701, 2.09565, 0.89896], [-0.38193, 1.70978, 1.89075], [-3.18533, -1.90588, 0.34883], [2.36389, -2.35412, -0.02453], [1.00539, -1.78057, -0.41066], [-2.23577, -0.79639, -0.14077], [1.80111, -0.02086, -0.48712], [0.72982, 2.72594, 1.04946], [-0.94958, 2.61807, 0.45646]], "atomic_forces_ev_per_a": [[-0.374, -0.606, -0.379], [-0.079, -0.369, 0.163], [-0.289, -0.027, -0.182], [-0.205, 0.172, 0.309], [0.323, 0.328, 0.224], [0.761, -0.666, 0.869], [-0.436, 0.333, -0.033], [0.056, 0.401, -0.231], [0.082, 0.004, -0.116], [-0.075, -0.087, -0.165], [0.029, 0.014, 0.112], [0.456, -0.081, -0.104], [0.201, 0.557, -0.162], [-0.450, 0.028, -0.305]], "smiles": "CC(=O)O.O.O", "fmax_ev_per_a": 1.3, "e_lumo_ev": 0.4831, "total_energy_ha": -381.9907, "e_homo_ev": -10.87, "mol_weight_g_mol": 96.08, "e_above_lowest_kcal_mol": 4.5, "homo_lumo_gap_ev": 11.356}